This record from the OMol25 dataset describes a 14-piece molecular cluster, C7H40O14 overall at a distorted geometry. The level of theory is ωB97M-V/def2-TZVPD.

Last columns: bonded neighbours and bond lengths (Å).
CARTESIAN COORDINATES (ANGSTROEM)
1 O -2.911 -0.073 -2.074  H25 0.962, H28 0.972
2 O 2.184 -3.348 -0.099  C19 1.462, H45 0.982
3 O -2.358 0.644 0.652  H34 0.960, H60 0.963
4 O 0.507 -0.028 -1.139  H51 0.958, H56 1.000
5 O 2.712 1.787 -3.956  H44 0.962, H55 0.951
6 O -0.494 -3.406 -1.707  H29 0.985, H37 1.020
7 O -0.459 3.033 -0.053  H27 1.032, H30 0.961
8 O -2.525 -2.250 -0.109  H24 0.954, H46 0.954
9 O 1.565 -0.737 -4.899  H38 0.948, H49 0.963
10 O 1.635 -2.598 -3.115  H35 0.992, H41 0.941
11 O -0.890 1.628 -2.607  H42 0.961, H47 0.993
12 O 2.565 3.585 -1.441  H26 0.951, H31 0.939
13 O -2.449 3.667 2.030  H22 0.963, H54 1.035
14 O -2.881 2.981 -0.739  H48 0.992, H57 0.982
15 C 0.949 0.172 3.952  C17 1.579, C18 1.527, H39 1.137, H59 1.083
16 C -0.323 -1.843 2.887  C18 1.621, C21 1.470, H43 1.060, H61 1.069
17 C 0.304 1.572 3.611  C15 1.579, H32 1.079, H36 1.136, H58 1.063
18 C -0.008 -0.985 4.226  C15 1.527, C16 1.621, H23 1.067, H53 1.045
19 C 2.814 -2.320 0.728  O2 1.462, C20 1.520, H33 1.098, H40 1.121
20 C 1.671 -1.609 1.436  C19 1.520, C21 1.343, H50 1.123
21 C 0.855 -2.370 2.183  C16 1.470, C20 1.343, H52 1.102
22 H -2.706 2.759 1.839  O13 0.963
23 H -0.890 -0.655 4.727  C18 1.067
24 H -2.032 -3.066 -0.080  O8 0.954
25 H -3.383 0.000 -1.239  O1 0.962
26 H 1.859 3.244 -1.979  O12 0.951
27 H -1.041 2.868 -0.889  O7 1.032
28 H -3.407 0.570 -2.609  O1 0.972
29 H -1.342 -3.474 -2.202  O6 0.985
30 H 0.346 2.928 -0.567  O7 0.961
31 H 2.440 4.181 -0.725  O12 0.939
32 H 0.888 2.319 3.096  C17 1.079
33 H 3.430 -2.842 1.473  C19 1.098
34 H -2.743 -0.115 1.095  O3 0.960
35 H 2.207 -2.743 -2.317  O10 0.992
36 H -0.635 1.360 3.007  C17 1.136
37 H 0.019 -2.583 -2.025  O6 1.020
38 H 2.167 -0.765 -4.168  O9 0.948
39 H 1.430 -0.078 2.952  C15 1.137
40 H 3.362 -1.766 -0.078  C19 1.121
41 H 1.598 -3.434 -3.547  O10 0.941
42 H -1.421 2.324 -3.002  O11 0.961
43 H -0.825 -1.079 2.351  C16 1.060
44 H 2.437 1.056 -3.393  O5 0.962
45 H 1.276 -3.046 -0.317  O2 0.982
46 H -2.948 -2.127 -0.954  O8 0.954
47 H -1.268 0.710 -2.572  O11 0.993
48 H -2.744 3.608 0.019  O14 0.992
49 H 0.744 -0.911 -4.427  O9 0.963
50 H 1.423 -0.562 1.114  C20 1.123
51 H 0.057 -0.412 -0.385  O4 0.958
52 H 1.341 -3.299 2.523  C21 1.102
53 H 0.608 -1.528 4.872  C18 1.045
54 H -1.602 3.846 1.462  O13 1.035
55 H 3.118 2.411 -3.363  O5 0.951
56 H 0.036 0.819 -1.385  O4 1.000
57 H -3.187 2.076 -0.512  O14 0.982
58 H -0.138 2.012 4.471  C17 1.063
59 H 1.684 0.302 4.736  C15 1.083
60 H -1.767 0.288 -0.020  O3 0.963
61 H -0.854 -2.696 3.252  C16 1.069

Its energy above the lowest of the compared OMol25 structures with the same formula, charge and spin is 369.9 kJ/mol. The HOMO-LUMO gap comes out at 0.3332 Eh. As for the multiplicity: 1. Its largest force on an atom is 3.408 eV/A.